No. 1
Below is a molecular structure, C13H33NO8P3PtSe2, with properties calculated with ωB97M-V/def2-TZVPD.

## Properties
- total energy (eV) = -193703.0589
- maximum force (eV Å⁻¹) = 0.6
- gap between HOMO and LUMO (Ha) = 0.2458
- multiplicity = 1
- total charge = -1
- energy above the lowest of the compared OMol25 structures with the same formula, charge and spin (kcal per mole) = 0.0

Each line ends with the natural charge from an NBO analysis.
Positions of all 61 atoms, in Å:
Pt: -0.0572 -0.0241 -0.0106  0.3199
O: -2.7500 5.4124 1.1182  -0.7490
C: -1.3565 5.0708 1.1296  -0.0517
C: -1.1438 3.5693 0.8795  -0.1487
C: -1.7105 2.7628 2.0516  -0.0629
O: -3.1136 2.8929 2.2279  -0.7383
C: 0.3844 3.4311 0.8036  -0.5645
Se: 1.2383 1.6778 1.0078  -0.1517
C: -1.7747 3.2246 -0.4661  -0.5635
Se: -1.7964 1.3629 -1.0822  -0.2861
H: -2.8350 6.3554 1.2784  0.4723
H: -0.9217 5.3295 2.1025  0.1617
H: -0.8322 5.6393 0.3525  0.1631
H: -1.1753 3.0665 2.9648  0.1442
H: -1.5084 1.7060 1.8872  0.2136
H: -3.3534 3.8076 2.0374  0.4802
H: 0.8418 4.0085 1.6124  0.2044
H: 0.7190 3.8689 -0.1389  0.2027
H: -1.2852 3.8352 -1.2287  0.1940
H: -2.8281 3.4993 -0.4549  0.2291
N: 0.1779 0.1186 -3.4468  -0.7255
C: 0.0815 -1.3619 -3.6504  -0.6569
C: -0.4343 -1.6317 -5.0638  -0.6415
P: 1.7578 -2.0915 -3.4013  2.3717
O: 2.4446 -1.7402 -4.8581  -1.0236
O: 1.4981 -3.5587 -3.2970  -1.1649
O: 2.5146 -1.2979 -2.3986  -1.1706
P: -1.2391 -1.9926 -2.4776  2.4088
O: -1.0988 -3.5549 -2.7479  -1.0330
O: -2.5097 -1.4229 -2.9785  -1.1375
O: -0.9011 -1.7322 -1.0136  -1.1681
H: 0.7208 0.5536 -4.1916  0.4114
H: 0.6190 0.3232 -2.5342  0.4806
H: -0.7592 0.5428 -3.3805  0.4643
H: 0.2021 -1.1373 -5.8022  0.2039
H: -1.4671 -1.2951 -5.1604  0.2414
H: -0.3971 -2.7015 -5.2561  0.2513
H: 3.2222 -1.2104 -4.6472  0.4967
H: -0.1405 -3.7846 -2.8625  0.5348
C: 2.3007 -4.1276 0.9756  -0.6093
C: 1.8871 -2.8401 0.2675  -0.7473
P: 0.9656 -1.5992 1.2386  1.1108
C: -0.3975 -2.5629 2.0021  -0.7455
C: -1.5720 -1.7275 2.5090  -0.6103
C: 2.1130 -1.3011 2.6380  -0.7317
C: 1.5698 -0.5342 3.8427  -0.6168
H: 2.8339 -4.7703 0.2730  0.2201
H: 1.4356 -4.6860 1.3393  0.2011
H: 2.9660 -3.9502 1.8216  0.1892
H: 1.2386 -3.0708 -0.5758  0.2677
H: 2.7404 -2.3121 -0.1574  0.2634
H: 0.0278 -3.1755 2.8042  0.2072
H: -0.7424 -3.2383 1.2148  0.2521
H: -1.2601 -0.9954 3.2567  0.2011
H: -2.3290 -2.3722 2.9604  0.2021
H: -2.0333 -1.1815 1.6864  0.2409
H: 2.9851 -0.8040 2.2025  0.2371
H: 2.4327 -2.2883 2.9762  0.2165
H: 1.1716 0.4384 3.5561  0.2418
H: 2.3627 -0.3844 4.5785  0.2011
H: 0.7732 -1.1013 4.3293  0.1969

No. 2
Below is a molecular structure, C13H34B3N2O5P, with properties calculated with ωB97M-V/def2-TZVPD.

## Properties
- total energy (eV) = -38574.2964
- maximum force (eV Å⁻¹) = 1.0
- gap between HOMO and LUMO (Ha) = 0.3223
- multiplicity = 1
- energy above the lowest of the compared OMol25 structures with the same formula, charge and spin (kcal per mole) = 0.0

Each line ends with the natural charge from an NBO analysis.
Positions of all 58 atoms, in Å:
C: -4.4233 -1.2596 -2.6195  -0.5982
C: -5.1422 -2.3650 -1.8604  -0.4029
C: -4.2065 -3.4961 -1.4374  -0.3996
C: -4.7309 -4.3036 -0.2576  -0.2068
N: -4.8724 -3.4683 0.9463  -0.9363
B: -3.8589 -3.6129 1.9521  1.2839
O: -3.1770 -4.8108 2.2085  -0.8852
B: -1.8294 -4.5999 2.1328  0.9682
O: -1.4145 -3.3274 1.7451  -0.9102
B: -2.0744 -2.3306 2.4893  0.7936
P: -1.0972 -0.9500 3.3420  0.4991
C: -1.8678 0.6448 2.8547  -0.9083
C: 0.5479 -1.0521 2.5153  -0.6723
C: 0.5768 -0.6624 1.0409  -0.6088
O: -3.4202 -2.5116 2.6965  -0.8862
H: -5.1352 -0.5058 -2.9510  0.2066
H: -3.6786 -0.7743 -1.9923  0.2019
H: -3.9188 -1.6352 -3.5090  0.1989
H: -5.9309 -2.7840 -2.4834  0.1933
H: -5.5772 -1.9312 -0.9619  0.2063
H: -3.2066 -3.1202 -1.2170  0.1963
H: -4.1044 -4.1904 -2.2752  0.2004
H: -4.0531 -5.1399 -0.0840  0.1944
H: -5.6936 -4.7435 -0.5153  0.1880
H: -5.8158 -3.4817 1.3024  0.4085
H: -1.0278 -5.4234 2.4311  -0.0997
H: -1.8397 1.3589 3.6701  0.2304
H: -2.9093 0.4608 2.5993  0.2406
H: -1.3981 1.0950 1.9845  0.2254
H: 1.2753 -0.4924 3.0967  0.2243
H: 0.7992 -2.1091 2.6027  0.2330
H: 0.2493 0.3644 0.9116  0.2049
H: 1.5817 -0.7789 0.6417  0.2072
H: -0.1041 -1.2917 0.4709  0.2057
C: 6.4759 2.1466 -1.2407  -0.2412
O: 6.0148 3.4697 -1.0683  -0.5508
C: 5.3187 4.0223 -2.1755  -0.0670
C: 3.8227 4.0871 -1.9518  -0.2444
N: 3.2081 2.7682 -1.9582  -0.6255
C: 1.8359 2.6999 -1.4641  -0.2508
C: 1.4962 3.2492 -0.0820  -0.0837
O: 1.9738 2.4862 1.0072  -0.5473
C: 3.3498 2.6277 1.2969  -0.2446
H: 7.2248 1.9626 -0.4722  0.1938
H: 5.6791 1.4039 -1.1183  0.1527
H: 6.9371 2.0090 -2.2227  0.1711
H: 5.5581 3.4777 -3.0948  0.1734
H: 5.6821 5.0465 -2.2900  0.1863
H: 3.3830 4.6831 -2.7585  0.1914
H: 3.6596 4.6299 -1.0116  0.1684
H: 3.7819 2.1218 -1.4362  0.3519
H: 1.5469 1.6460 -1.4715  0.2063
H: 1.1909 3.2073 -2.1900  0.1898
H: 0.4071 3.2174 0.0043  0.1909
H: 1.7845 4.3016 0.0360  0.1632
H: 3.6862 3.6612 1.1782  0.1722
H: 3.9668 1.9710 0.6771  0.1572
H: 3.4936 2.3321 2.3358  0.1905

No. 3
Below is a molecular structure, C13H34IN6OSi2Ti, with properties calculated with ωB97M-V/def2-TZVPD.

## Properties
- total energy (eV) = -71983.9485
- maximum force (eV Å⁻¹) = 0.3
- gap between HOMO and LUMO (spin up / spin down) (Ha) = 0.3049 / 0.3143
- multiplicity = 2
- total charge = +2
- energy above the lowest of the compared OMol25 structures with the same formula, charge and spin (kcal per mole) = 1.7
- ⟨S²⟩ = 0.755

Each line ends with the natural charge from an NBO analysis.
Positions of all 58 atoms, in Å:
Ti: 0.5680 0.2765 -0.4432  1.6769
C: -0.0680 0.2914 4.3071  -0.4272
N: -0.7297 -0.7657 3.5393  -0.3686
C: -1.4400 -1.8264 4.2579  -0.4377
C: -0.6400 -0.7473 2.2080  0.6929
N: -0.0196 0.1920 1.5305  -0.9220
N: -1.2617 -1.7996 1.5561  -0.6023
C: -1.2405 -2.1303 0.2193  0.6836
N: -1.9254 -3.2418 -0.0827  -0.7627
N: -0.6050 -1.4208 -0.6664  -0.8661
H: -0.2112 0.0963 5.3638  0.2474
H: -0.4980 1.2692 4.0816  0.2203
H: 1.0055 0.2986 4.1102  0.2239
H: -1.4147 -1.6032 5.3184  0.2561
H: -0.9550 -2.7955 4.1184  0.2207
H: -2.4904 -1.8756 3.9633  0.2152
H: 0.3767 0.8810 2.1573  0.3937
H: -1.7226 -2.4637 2.1556  0.4280
H: -2.4198 -3.7842 0.6048  0.4204
H: -1.9395 -3.5879 -1.0273  0.4292
H: -0.7003 -1.8175 -1.5954  0.3855
N: -1.3082 2.5496 -3.4951  -0.7106
C: -1.1571 2.3028 -2.2109  0.7054
O: -0.2858 1.4848 -1.8236  -0.7496
C: -2.0327 3.0293 -1.2408  -0.6280
I: -3.4049 1.6726 -0.3384  0.2240
H: -0.7242 2.0763 -4.1697  0.4343
H: -1.9882 3.2124 -3.8325  0.4320
H: -2.6166 3.8110 -1.7154  0.2606
H: -1.4220 3.4571 -0.4498  0.2670
C: 2.2341 2.7168 -0.2646  -1.1095
Si: 3.3697 1.2469 0.1191  1.6560
C: 3.4671 1.1053 1.9883  -1.1108
C: 5.0528 1.5613 -0.6013  -1.1150
C: 2.4975 -0.2556 -0.6089  -1.6490
Si: 3.0880 -2.0013 -0.2218  1.6852
C: 2.4494 -2.5591 1.4566  -1.1096
C: 4.9495 -2.1233 -0.2262  -1.1270
C: 2.3876 -3.1532 -1.5273  -1.1108
H: 2.6553 3.6228 0.1768  0.2807
H: 1.2277 2.6379 0.1847  0.1950
H: 2.1115 2.8962 -1.3346  0.2462
H: 4.1794 1.8429 2.3664  0.2641
H: 3.8143 0.1262 2.3204  0.2478
H: 2.5155 1.3176 2.4812  0.2063
H: 5.4359 2.5178 -0.2380  0.2579
H: 5.0398 1.5984 -1.6918  0.2522
H: 5.7575 0.7849 -0.3006  0.2591
H: 2.5742 -0.1227 -1.7105  0.2773
H: 2.8222 -1.9432 2.2769  0.2381
H: 2.7857 -3.5822 1.6425  0.2588
H: 1.3568 -2.5664 1.5047  0.1990
H: 5.4012 -1.6136 0.6282  0.2429
H: 5.3880 -1.7091 -1.1358  0.2506
H: 5.2417 -3.1745 -0.1680  0.2577
H: 1.3200 -3.3384 -1.3852  0.2113
H: 2.8897 -4.1218 -1.4812  0.2599
H: 2.5349 -2.7636 -2.5372  0.2433